Entry 1:
Computed, not measured: a 2-piece molecular cluster, C4H10N3 overall in a non-equilibrium geometry, with wB97M-V/def2-TZVPD.

Summary:
2S+1: 1
Charge: +1
E_LUMO: -0.1373 hartree
HOMO-LUMO gap: 10.5 eV

Element x y z (Å)
C -2.3241 0.8717 -2.2682
C 1.7096 1.2051 0.0286
C -0.6998 -0.0239 1.3366
C 1.2208 -0.1512 -0.1370
N -1.7824 0.3542 -1.4224
N -0.1862 -1.9689 0.2304
N 0.2096 -0.6954 0.4098
H 2.6490 1.2090 0.6192
H -2.7681 1.0769 -3.1458
H 1.9817 1.5705 -1.0012
H -0.3348 1.0792 1.6776
H -1.7394 0.0501 0.7573
H -0.7595 -0.7187 2.2968
H 1.0497 2.0447 0.5550
H 1.9851 -0.9261 -0.5110
H -0.6213 -2.4679 0.8979
H 0.4101 -2.5092 -0.3238



Entry 2:
Computed, not measured: C29H29Cl3N9OOsS2Si as an isolated structure, with wB97M-V/def2-TZVPD.

Summary:
2S+1: 6
⟨S²⟩: 8.79
Charge: +2
E_LUMO (spin up / spin down): -0.1869 / -0.2986 hartree
HOMO-LUMO gap (spin up / spin down): 6.5 / 4.9 eV

Element x y z (Å)
Os -0.1301 0.5338 0.5301
S -2.2020 -3.3202 7.0097
N -3.1442 -2.5419 5.9557
C -2.3293 -1.9891 5.0667
C -2.7473 -1.1666 3.9361
C -4.0617 -0.7516 3.7304
C -4.3253 0.0963 2.6787
C -3.2840 0.4658 1.8308
N -2.0373 0.0363 1.9881
C -1.7677 -0.7303 3.0516
C -0.3378 -1.0022 3.3053
N 0.5467 -0.4779 2.4378
C 1.8386 -0.5772 2.7192
C 2.3232 -1.2282 3.8484
C 1.4271 -1.8155 4.7125
C 0.0664 -1.6980 4.4414
C -0.9702 -2.2403 5.3136
N -0.7509 -2.9853 6.3896
H -4.8375 -1.0801 4.4095
H -5.3189 0.4830 2.5014
H -3.4563 1.1346 0.9995
H 2.5130 -0.1221 2.0039
H 3.3879 -1.2676 4.0307
H 1.7534 -2.3467 5.5969
Cl -1.2272 -2.5976 -1.5884
Si 0.3397 -1.3903 -0.9561
Cl 1.6806 1.7414 -0.3723
Cl 1.3655 -0.9304 -2.7129
C 6.7684 -3.3435 -1.6505
C 6.7057 -2.3946 -0.4689
N 6.2423 -1.0475 -0.8588
C 4.9867 -0.6716 -0.9085
S 3.7366 -1.8008 -0.4281
N 4.5941 0.5133 -1.3138
C 5.4849 1.5589 -1.8337
C 5.8413 1.3549 -3.2966
H 7.1563 -4.3093 -1.3307
H 7.4315 -2.9598 -2.4254
H 5.7836 -3.5052 -2.0903
H 7.6816 -2.2584 -0.0090
H 6.0405 -2.7609 0.3211
H 6.9284 -0.4054 -1.2303
H 3.5909 0.7051 -1.3008
H 6.3677 1.6108 -1.1922
H 4.9535 2.4963 -1.6850
H 6.3574 0.4095 -3.4744
H 6.4940 2.1568 -3.6367
H 4.9430 1.3608 -3.9125
N -3.5162 0.6830 -2.2707
C -2.7977 0.1622 -1.2620
N -1.7970 0.9291 -0.8967
C -1.8704 2.0545 -1.7399
C -1.0947 3.2147 -1.7831
C -1.4357 4.1675 -2.7185
C -2.5202 3.9914 -3.5978
C -3.2996 2.8563 -3.5557
C -2.9453 1.9019 -2.6056
H -4.3207 0.2528 -2.6954
H -3.0511 -0.7806 -0.8106
H -0.2525 3.3517 -1.1217
H -0.8503 5.0749 -2.7856
H -2.7488 4.7645 -4.3181
H -4.1358 2.7206 -4.2271
O -0.4003 2.3077 1.9540
N -0.0801 3.5616 1.6792
C 1.1754 3.9851 1.8819
C 1.5091 5.3007 1.6337
C 0.5432 6.1785 1.1718
C -0.7485 5.7131 0.9742
C -1.0400 4.3937 1.2370
H 1.8496 3.2320 2.2548
H 2.5249 5.6207 1.8142
H 0.7901 7.2127 0.9775
H -1.5392 6.3614 0.6255
H -2.0093 3.9339 1.1248



Entry 3:
Computed, not measured: C5H9Cl2CoO4 as an isolated structure, with wB97M-V/def2-TZVPD.

Summary:
2S+1: 4
⟨S²⟩: 4.23
Charge: -1
E_LUMO (spin up / spin down): 0.1106 / 0.0952 hartree
HOMO-LUMO gap (spin up / spin down): 8.2 / 7.4 eV

Element x y z (Å)
Co 0.0930 0.5821 0.3672
Cl -0.1646 0.0438 -2.8586
C 3.3971 -0.8571 -2.9061
Cl 3.0448 -0.6535 -1.2680
H 3.5509 0.0281 -3.5009
H 3.1952 -1.8187 -3.3484
C -2.3922 -0.2944 -1.2433
C -1.0836 0.4557 -1.3031
O -0.9671 1.6515 -0.8998
H -3.1744 0.3267 -1.6890
H -2.6480 -0.4813 -0.2012
H -2.3303 -1.2365 -1.7799
O -3.0340 1.1383 3.0172
C -2.2849 1.1841 2.0510
O -1.2499 0.4515 1.8493
H -2.4903 1.9240 1.2474
C 1.7026 -0.5000 2.5268
O 1.6065 -0.0359 1.2200
H 0.7390 -0.4941 3.0501
H 2.4006 0.1170 3.1132
H 2.0895 -1.5314 2.5564



Entry 4:
Computed, not measured: a 4-piece molecular cluster, C4H16N2O2 overall in a non-equilibrium geometry, with wB97M-V/def2-TZVPD.

Summary:
2S+1: 1
E_LUMO: -0.1747 hartree
HOMO-LUMO gap: 3.7 eV

Element x y z (Å)
N -2.4830 -0.2270 -0.7691
C -1.9533 0.9535 0.0200
C -1.2036 0.6269 1.2794
N 2.6445 0.1761 0.4949
C 2.0701 -0.9394 -0.1747
C 1.0542 -0.5525 -1.3085
H -1.9533 -1.1012 -0.4823
H -3.4732 -0.4846 -0.8872
H -1.3100 1.4673 -0.7165
H -2.7152 1.6810 0.3605
H -0.3179 -0.0010 0.9990
H -0.7168 1.5813 1.6185
H -1.8918 0.2325 2.0367
H 1.5126 -1.5543 0.5254
H 2.8166 -1.5572 -0.7332
H 1.4730 -0.1112 -2.2350
H 0.4074 -1.3900 -1.6448
H 0.1707 -0.0226 -0.9231
H 0.9265 3.1307 0.8633
H 3.4354 0.1773 1.0206
O 0.9224 2.1867 0.5117
H 2.2001 1.1161 0.3473
H -0.9191 -3.1840 -0.0856
O -0.6962 -2.2041 -0.1173



Entry 5:
Computed, not measured: a 2-piece molecular cluster, NO5P overall in a non-equilibrium geometry, with wB97M-V/def2-TZVPD.

Summary:
2S+1: 1
Charge: -2
E_LUMO: 0.2404 hartree
HOMO-LUMO gap: 6.8 eV

Element x y z (Å)
N -1.9370 1.0909 1.5492
O 3.1236 -1.1151 -0.6905
O 1.4942 0.6376 -1.5803
O -1.8506 0.0759 2.2990
O -3.0736 1.5463 1.2271
O 1.5006 -1.8205 -2.4789
P 1.9530 -0.7664 -1.5294



Entry 6:
Computed, not measured: a 2-piece molecular cluster, C25H47N2O5Si2 overall in a non-equilibrium geometry, with wB97M-V/def2-TZVPD.

Summary:
2S+1: 2
⟨S²⟩: 0.75
E_LUMO (spin up / spin down): -0.0284 / -0.0284 hartree
HOMO-LUMO gap (spin up / spin down): 7.9 / 8.7 eV

Element x y z (Å)
C -0.3187 -1.4387 3.9489
C 0.6496 -1.9479 2.6831
C 1.8822 -2.7925 3.4349
C 1.3093 -0.6040 2.0219
C 1.0105 -0.3672 0.4373
C -0.3644 0.4117 0.0536
C -1.2124 1.0548 1.2929
O -2.0769 2.1256 0.6933
Si -3.7798 1.7363 0.8659
C -4.7446 3.4147 0.5311
C -4.3210 1.1674 2.6236
C -4.3923 0.5345 -0.5619
C 2.2634 0.5669 -0.1588
C 2.4108 2.0173 0.5859
O 3.7276 2.5737 0.1826
Si 4.9956 2.1407 1.3189
C 4.5825 2.4731 3.1714
C 5.6439 0.3246 1.1549
C 6.5402 3.2823 0.9058
C 1.1286 -1.8073 -0.3317
C 0.4442 -3.0790 0.4318
C -0.7988 -3.5947 -0.5628
C 1.5356 -4.3131 0.4249
N -0.1914 -2.7906 1.7643
O -1.4682 -2.3830 1.6756
H 0.3552 -0.9203 4.7867
H -0.8917 -2.3173 4.4682
H -1.1052 -0.6344 3.6298
H 2.0824 -2.2153 4.4575
H 1.4939 -3.8637 3.7128
H 2.8745 -2.7911 2.8101
H 2.4923 -0.7397 2.1195
H 1.0467 0.2955 2.7314
H -0.1042 1.3095 -0.6859
H -1.0844 -0.2969 -0.5405
H -0.5459 1.6368 2.0941
H -1.8554 0.1964 1.7610
H -4.2238 4.0520 -0.3031
H -4.6519 4.0149 1.5579
H -5.8911 3.2051 0.3282
H -4.2288 -0.0228 2.6312
H -5.4778 1.3966 2.7710
H -3.6584 1.5631 3.5056
H -3.6801 -0.3802 -0.7213
H -4.4802 1.2245 -1.5317
H -5.5140 0.2270 -0.3117
H 1.9625 0.7728 -1.2958
H 3.2396 -0.0777 -0.2019
H 1.5822 2.7270 0.1104
H 2.2294 2.0121 1.7412
H 5.4145 2.0236 3.8815
H 3.5660 1.9553 3.4760
H 4.4742 3.6297 3.3123
H 4.9849 -0.4640 1.7510
H 6.7672 0.2460 1.5499
H 5.6938 0.0418 -0.0030
H 6.5404 4.2832 1.5179
H 7.4803 2.6650 1.2978
H 6.7052 3.4165 -0.2469
H 0.6549 -1.7267 -1.4200
H 2.2843 -2.0456 -0.4565
H -1.4905 -4.3730 -0.0164
H -0.2801 -4.1456 -1.4801
H -1.3570 -2.6333 -0.9272
H 1.8926 -4.4317 -0.7073
H 2.5146 -4.0890 1.0423
H 1.0081 -5.3190 0.7064
C -3.6193 0.7359 -7.5519
C -2.8052 1.5429 -6.7556
C -2.4197 1.1108 -5.4851
C -2.8535 -0.1390 -5.0218
C -3.6771 -0.9479 -5.8161
C -4.0584 -0.5038 -7.0838
N -2.4308 -0.6100 -3.6974
O -1.7177 0.1427 -3.0173
O -2.8075 -1.7344 -3.3371
H -3.9126 1.0746 -8.5441
H -2.4683 2.5084 -7.1268
H -1.7850 1.7514 -4.8768
H -4.0250 -1.9179 -5.4671
H -4.6950 -1.1257 -7.7092



Entry 7:
Computed, not measured: a 2-piece molecular cluster, C3H6ClOP overall in a non-equilibrium geometry, with wB97M-V/def2-TZVPD.

Summary:
2S+1: 1
E_LUMO: -0.0240 hartree
HOMO-LUMO gap: 7.9 eV

Element x y z (Å)
C 0.8121 -0.2879 1.3637
C 1.1236 1.0855 -0.5334
C 0.2167 0.2169 0.1600
O -2.9435 -0.1144 -2.1413
P -2.6198 -0.9330 -1.0512
Cl -3.7887 -2.6699 -1.2857
H 0.2154 -1.1038 1.8061
H 0.9807 0.4283 2.2379
H 1.8590 -0.6495 1.2843
H 2.1730 0.6550 -0.4817
H 1.2504 1.8818 0.1840
H 0.7211 1.4910 -1.5428